An isolated molecule of C18H20N2O4S. Source: the OMol25 dataset; level of theory: wB97M-V/def2-TZVPD.

Geometry as XYZ:
```
45
Properties=species:S:1:pos:R:3:forces:R:3:lowdin_charge:R:1
S -2.6901 -0.6945 3.5220 -0.095 0.370 0.060 0.6675
O -3.7026 0.0072 4.2515 0.038 0.266 -0.091 -0.2878
O -2.5894 -2.1122 3.6681 0.249 -0.039 -0.289 -0.2777
O 3.6054 -0.0440 -2.9194 0.135 0.045 -0.042 -0.1269
O -1.1929 1.9577 -2.3261 -0.002 0.080 -0.012 0.0860
N -1.2230 0.0252 3.9591 -0.795 -0.303 0.165 -0.0474
N 2.0784 -0.0234 -0.5412 0.080 0.004 -0.380 -0.1024
C 3.2646 -0.8506 -0.6614 0.101 -0.128 -0.313 -0.1337
C 1.3958 0.0218 0.6692 -0.273 -0.007 0.320 -0.2274
C 0.1926 1.2360 2.3785 -0.064 -0.264 0.260 -0.0276
C 2.4630 0.7692 -2.7933 -0.180 0.319 0.173 -0.1850
C 2.2030 1.1795 -1.3400 0.024 -0.100 -0.323 -0.1479
C 1.0123 1.2243 1.2671 0.211 -0.064 -0.089 -0.0096
C 0.9914 -1.1689 1.2846 0.113 0.083 0.054 -0.0085
C 0.1821 -1.1581 2.3997 0.312 0.198 0.152 -0.0361
C -2.7312 -0.2964 1.7698 -0.062 -0.314 0.432 -0.2678
C -1.7165 -0.1576 -3.2895 0.069 0.246 -0.185 -0.0098
C -2.1295 -0.9439 -0.4497 -0.077 0.257 -0.112 0.0003
C -1.6383 0.8441 -2.1685 -0.016 -0.259 -0.208 -0.4053
C 3.4765 -1.2047 -2.1342 0.076 -0.179 0.333 -0.1935
C -2.1152 0.3966 -0.8296 -0.091 0.085 0.510 -0.1425
C -2.4217 -1.2866 0.8581 -0.200 -0.110 0.055 -0.0488
C -2.4857 1.3771 0.0924 -0.039 -0.083 -0.026 0.0067
C -0.2551 0.0471 2.9392 0.808 -0.062 -0.410 -0.3387
C -2.7996 1.0316 1.3925 -0.197 0.106 -0.102 -0.0468
H -1.3995 0.9280 4.3765 -0.157 0.069 0.071 0.1133
H -1.8599 -1.7172 -1.1508 0.029 -0.089 -0.089 0.1157
H -2.3899 -2.3091 1.1984 0.089 -0.132 -0.022 0.1187
H -2.4887 2.4091 -0.2247 0.017 0.077 -0.001 0.1245
H 3.1553 -1.7586 -0.0714 0.034 0.005 -0.021 0.1148
H -0.9571 -0.9234 -3.1415 0.053 -0.135 0.014 0.0820
H -1.5273 0.3425 -4.2359 0.020 0.011 0.010 0.0886
H 1.2834 -2.1176 0.8613 -0.005 -0.099 -0.090 0.1116
H 1.5806 0.2336 -3.1750 0.026 0.056 0.018 0.1186
H 4.1504 -0.3018 -0.3013 -0.026 -0.076 0.032 0.1355
H 2.6423 1.6500 -3.4108 -0.079 -0.024 0.032 0.1302
H 1.2688 1.7410 -1.3052 0.039 0.041 0.005 0.1106
H 3.0311 1.8167 -0.9916 -0.054 0.039 0.015 0.1348
H -2.6917 -0.6370 -3.3092 -0.062 -0.103 0.000 0.0906
H 1.3406 2.1655 0.8571 0.038 0.092 -0.079 0.1081
H -3.0726 1.7761 2.1243 0.019 0.167 0.058 0.1241
H 4.4003 -1.7702 -2.2671 -0.076 -0.022 0.038 0.1264
H -0.1086 2.1798 2.8109 -0.096 0.120 0.000 0.1193
H -0.1569 -2.0782 2.8480 0.003 -0.156 0.025 0.1168
H 2.6250 -1.8055 -2.4908 0.066 0.017 0.048 0.1267
```
Positions in Å, forces in eV/Å.

Its charge is 0. The strongest force on any atom is 0.91 eV/A. Its SMILES is CC(=O)c1ccc(S(=O)(=O)Nc2ccc(N3CCOCC3)cc2)cc1. The value obtained for the frontier orbital gap is 7.5 eV. The energy above the lowest of the compared OMol25 structures with the same formula, charge and spin is 234.2 kJ/mol.